Molecular formula: C5H14O
Method: DFT, ωB97M-V/def2-TZVPD

Last column: natural (NBO) charge in e.
CARTESIAN COORDINATES (ANGSTROEM)
C: 0.834 1.194 0.951  -0.6458
C: 1.356 -0.239 0.847  0.0943
C: 2.440 -0.618 1.873  -0.6292
O: 0.291 -1.211 0.972  -0.7355
H: 1.391 1.729 1.732  0.2127
H: -0.176 1.141 1.378  0.2089
H: 0.882 1.786 0.046  0.2197
H: 1.744 -0.413 -0.156  0.1587
H: 3.282 -1.003 1.309  0.2129
H: 2.692 0.219 2.508  0.2038
H: 2.059 -1.422 2.503  0.2316
H: -0.547 -0.803 0.728  0.4684
C: -1.263 0.078 -1.600  -0.6390
C: -2.770 -0.204 -1.953  -0.6116
H: -0.800 -0.903 -1.557  0.2210
H: -0.861 0.469 -2.527  0.2097
H: -1.161 0.797 -0.808  0.2076
H: -3.361 0.639 -1.580  0.2014
H: -3.139 -1.171 -1.641  0.2072
H: -2.893 -0.066 -3.024  0.2031

Calculated values
* orbital gap: 11.01 eV
* E: -7458.627 eV
* energy relative to the best compared isomer or geometry (same formula, charge and spin): 26.7 kcal per mole
* SMILES: CC(C)O.CC
* HOMO energy: -10.0 eV

***

Molecular formula: C5H14O
Method: DFT, ωB97M-V/def2-TZVPD

Last column: natural (NBO) charge in e.
CARTESIAN COORDINATES (ANGSTROEM)
C: 0.841 -1.895 -1.819  -0.6377
C: 0.626 -1.060 -0.569  0.0789
C: 0.833 -1.850 0.730  -0.6551
O: 1.387 0.150 -0.519  -0.7115
H: 1.737 -2.515 -1.823  0.2011
H: 0.891 -1.260 -2.709  0.2201
H: 0.012 -2.575 -2.037  0.2167
H: -0.410 -0.721 -0.574  0.1809
H: -0.114 -2.063 1.236  0.2207
H: 1.362 -2.802 0.718  0.2105
H: 1.344 -1.172 1.421  0.2185
H: 2.258 -0.146 -0.297  0.4591
C: -1.187 1.502 0.920  -0.6130
C: -1.546 2.987 0.626  -0.6069
H: -0.552 1.133 0.123  0.2204
H: -0.652 1.390 1.866  0.1987
H: -2.127 0.967 1.090  0.1930
H: -1.683 3.530 1.556  0.2022
H: -2.374 3.038 -0.071  0.2018
H: -0.645 3.364 0.133  0.2016

Calculated values
* orbital gap: 11.44 eV
* E: -7458.916 eV
* energy relative to the best compared isomer or geometry (same formula, charge and spin): 20.0 kcal per mole
* SMILES: CC(C)O.CC
* HOMO energy: -10.5 eV

***

Molecular formula: C5H14O
Method: DFT, ωB97M-V/def2-TZVPD

Last column: natural (NBO) charge in e.
CARTESIAN COORDINATES (ANGSTROEM)
C: -0.483 1.640 1.352  -0.6095
C: -0.870 0.174 1.154  -0.4103
C: 0.315 -0.738 0.804  -0.3923
C: 1.107 -0.376 -0.470  -0.3866
C: 1.560 -1.615 -1.217  -0.6049
H: -1.353 2.180 1.717  0.2118
H: 0.304 1.738 2.098  0.2007
H: -0.216 2.076 0.390  0.1934
H: -1.293 -0.282 2.056  0.1971
H: -1.693 0.124 0.439  0.2295
H: 1.017 -0.744 1.637  0.1943
H: -0.086 -1.751 0.710  0.2006
H: 0.479 0.257 -1.101  0.1572
H: 1.979 0.224 -0.208  0.2032
H: 2.084 -1.480 -2.160  0.2090
H: 2.252 -2.148 -0.561  0.2016
H: 0.766 -2.336 -1.423  0.2043
O: -2.114 0.822 -1.534  -0.9685
H: -2.592 1.329 -2.194  0.4875
H: -1.164 0.908 -1.487  0.4819

Calculated values
* orbital gap: 11.71 eV
* E: -7459.302 eV
* energy relative to the best compared isomer or geometry (same formula, charge and spin): 11.1 kcal per mole
* SMILES: CCCCC.O
* HOMO energy: -10.8 eV

***

Molecular formula: C5H14O
Method: DFT, ωB97M-V/def2-TZVPD

Last column: natural (NBO) charge in e.
CARTESIAN COORDINATES (ANGSTROEM)
C: -1.554 -1.117 1.382  -0.6637
C: -0.193 -0.478 1.371  -0.2844
C: -0.026 0.856 0.463  -0.1126
C: -0.893 0.890 -0.736  -0.6595
C: 1.396 1.290 0.200  -0.6393
H: -2.455 -0.527 1.224  0.2643
H: -1.645 -1.972 0.703  0.2570
H: -1.657 -1.552 2.360  0.2651
H: 0.209 -0.277 2.357  0.2495
H: 0.508 -1.126 0.826  0.2832
H: -0.557 1.602 1.140  0.3871
H: -0.574 0.177 -1.531  0.2932
H: -0.793 1.821 -1.314  0.3019
H: -1.954 0.733 -0.553  0.2485
H: 1.605 1.358 -0.848  0.2459
H: 2.061 0.590 0.704  0.2562
H: 1.576 2.227 0.743  0.2843
H: 0.542 -1.077 -1.530  0.4424
H: 1.991 -0.968 -2.177  0.4861
O: 1.083 -1.255 -2.299  -0.9054

Calculated values
* expectation value of S²: 0.753
* orbital gap (spin up / spin down): 12.43 / 5.33 eV
* E: -7448.702 eV
* energy relative to the best compared isomer or geometry (same formula, charge and spin): 14.3 kcal per mole
* net charge: +1
* HOMO energy (spin up / spin down): -15.5 / -15.4 eV
* 2S+1: 2

***

Molecular formula: C5H14O2
Method: DFT, ωB97M-V/def2-TZVPD

Last column: natural (NBO) charge in e.
CARTESIAN COORDINATES (ANGSTROEM)
C: 1.647 -0.821 -0.711  -0.0851
O: 2.332 -1.584 0.297  -0.7444
C: 0.821 0.256 -0.048  -0.4441
C: -0.231 -0.267 0.927  -0.2298
C: -0.870 0.910 1.667  -0.6355
C: -1.262 -1.167 0.254  -0.7067
H: 2.363 -0.374 -1.412  0.1553
H: 0.984 -1.496 -1.269  0.1579
H: 2.933 -2.178 -0.159  0.4571
H: 1.500 0.921 0.488  0.1924
H: 0.322 0.847 -0.819  0.2399
H: 0.259 -0.891 1.677  0.1875
H: -0.109 1.673 1.851  0.1913
H: -1.260 0.644 2.650  0.1889
H: -1.635 1.436 1.099  0.2275
H: -1.635 -0.775 -0.697  0.1973
H: -0.811 -2.138 0.011  0.1873
H: -2.132 -1.361 0.882  0.2006
H: -2.476 3.031 -1.916  0.3429
H: -2.404 1.513 -2.071  0.3287
O: -1.853 2.286 -1.832  -1.4088

Calculated values
* expectation value of S²: 0.750
* orbital gap (spin up / spin down): 2.18 / 9.77 eV
* E: -9505.862 eV
* energy relative to the best compared isomer or geometry (same formula, charge and spin): 0.0 kcal per mole
* net charge: -1
* HOMO energy (spin up / spin down): 1.0 / -6.7 eV
* 2S+1: 2

***

Molecular formula: C5H14O2
Method: DFT, ωB97M-V/def2-TZVPD

Last column: natural (NBO) charge in e.
CARTESIAN COORDINATES (ANGSTROEM)
C: 0.262 -1.430 1.453  -0.4561
C: -0.570 -1.308 0.314  0.0563
C: -0.892 0.099 -0.201  -0.6580
C: -0.985 -2.378 -0.709  -0.4626
C: 0.010 -3.472 -0.875  -0.6087
H: 1.142 -0.944 1.711  0.2126
H: 0.248 -2.312 2.260  0.1901
H: -2.075 0.264 -0.100  0.2234
H: -0.629 0.439 -1.160  0.2071
H: -0.270 0.875 0.423  0.2174
H: -1.864 -2.865 -0.248  0.2258
H: -1.232 -1.847 -1.649  0.2170
H: 0.698 -3.335 -0.089  0.2266
H: 0.749 -3.332 -1.788  0.1944
H: -0.285 -4.490 -0.943  0.2143
O: 3.580 1.440 0.907  -0.9233
H: 3.673 2.416 1.139  0.4633
H: 3.197 1.600 0.039  0.4606
O: -1.273 7.085 0.070  -0.9253
H: -2.263 7.270 -0.185  0.4637
H: -1.220 6.226 -0.369  0.4616

Calculated values
* orbital gap: 8.82 eV
* E: -9503.561 eV
* energy relative to the best compared isomer or geometry (same formula, charge and spin): 79.3 kcal per mole
* SMILES: C=C(C)CC.O.O
* HOMO energy: -8.3 eV

***

Molecular formula: C5H14O2
Method: DFT, ωB97M-V/def2-TZVPD

Last column: natural (NBO) charge in e.
CARTESIAN COORDINATES (ANGSTROEM)
C: -2.097 -0.522 0.233  -0.6295
C: -0.958 0.533 0.107  -0.2140
C: -1.056 1.263 -1.221  -0.5960
C: 0.512 -0.074 0.276  -0.4474
C: 1.261 0.255 1.546  -0.0695
O: 2.055 1.451 1.331  -0.7311
H: -2.877 -0.338 -0.535  0.2079
H: -1.856 -1.569 0.097  0.2040
H: -2.704 -0.543 1.150  0.2170
H: -1.077 1.238 0.952  0.1972
H: -0.251 1.990 -1.165  0.2005
H: -2.054 1.782 -1.314  0.2086
H: -0.950 0.557 -2.015  0.2061
H: 0.222 -1.142 0.270  0.2047
H: 1.144 0.167 -0.618  0.2298
H: 0.638 0.431 2.423  0.1684
H: 2.051 -0.414 1.844  0.1821
H: 1.700 1.957 0.599  0.4589
O: 2.388 -2.115 -1.433  -0.9367
H: 1.816 -2.652 -1.995  0.4694
H: 2.093 -2.257 -0.533  0.4697

Calculated values
* orbital gap: 10.87 eV
* E: -9506.076 eV
* energy relative to the best compared isomer or geometry (same formula, charge and spin): 21.3 kcal per mole
* SMILES: CC(C)CCO.O
* HOMO energy: -10.1 eV

***

Molecular formula: C5H14O3
Method: DFT, ωB97M-V/def2-TZVPD

Last column: natural (NBO) charge in e.
CARTESIAN COORDINATES (ANGSTROEM)
C: -0.355 -0.487 -3.088  -0.6166
C: -0.199 -0.541 -1.598  -0.4002
C: -1.583 -0.480 -0.763  -0.4100
C: -1.866 -1.826 -0.117  -0.5122
C: -2.836 -1.665 1.057  0.4608
O: -3.016 -0.686 1.728  -0.5241
H: -0.563 -1.484 -3.488  0.2038
H: 0.533 -0.138 -3.597  0.2125
H: -1.072 0.299 -3.386  0.2085
H: 0.327 -1.413 -1.224  0.1988
H: 0.151 0.418 -1.221  0.2145
H: -1.854 0.356 -0.115  0.2377
H: -2.359 -0.425 -1.555  0.1945
H: -2.402 -2.571 -0.693  0.2157
H: -0.945 -2.221 0.321  0.2277
H: -3.389 -2.601 1.270  0.0884
O: 3.551 1.380 1.882  -0.9764
H: 4.516 1.284 1.876  0.4643
H: 3.267 1.938 2.632  0.4866
O: 2.994 3.521 3.391  -0.9333
H: 3.504 3.651 2.580  0.4814
H: 3.595 3.691 4.109  0.4775

Calculated values
* orbital gap: 10.13 eV
* E: -11553.223 eV
* energy relative to the best compared isomer or geometry (same formula, charge and spin): 20.8 kcal per mole
* SMILES: CCCCC=O.O.O
* HOMO energy: -9.5 eV

***

Molecular formula: C5H14O3
Method: DFT, ωB97M-V/def2-TZVPD

Last column: natural (NBO) charge in e.
CARTESIAN COORDINATES (ANGSTROEM)
C: -2.080 1.376 -0.775  -0.4343
C: -0.923 0.741 -0.971  -0.1543
C: 0.020 0.332 0.152  -0.4983
C: -0.305 -0.954 0.902  -0.1462
C: 0.350 -2.075 0.575  -0.4292
H: -2.674 1.586 -1.653  0.2020
H: -2.393 1.534 0.246  0.2166
H: -0.704 0.280 -1.929  0.1876
H: 0.013 1.122 0.904  0.2214
H: 0.998 0.232 -0.320  0.2164
H: -0.973 -0.813 1.738  0.2125
H: 0.187 -2.971 1.158  0.2046
H: 0.947 -2.030 -0.325  0.1947
O: -3.701 -0.394 1.031  -0.9441
H: -4.609 -0.690 1.154  0.4706
H: -3.529 -0.499 0.096  0.4769
O: 3.492 0.083 1.624  -0.9491
H: 3.318 0.083 0.664  0.4790
H: 2.953 -0.636 1.976  0.4710
O: 3.138 0.924 -1.806  -0.9392
H: 2.555 1.310 -2.471  0.4702
H: 3.921 1.460 -1.972  0.4715

Calculated values
* orbital gap: 10.06 eV
* E: -11552.796 eV
* energy relative to the best compared isomer or geometry (same formula, charge and spin): 30.6 kcal per mole
* SMILES: C=CCC=C.O.O.O
* HOMO energy: -9.5 eV

***

Molecular formula: C5H14O4
Method: DFT, ωB97M-V/def2-TZVPD

Last column: natural (NBO) charge in e.
CARTESIAN COORDINATES (ANGSTROEM)
C: -1.352 0.417 -0.496  0.4631
C: -2.112 1.372 0.409  -0.6539
O: -1.805 -0.871 -0.522  -0.7497
O: -1.262 0.946 -1.789  -0.7183
H: -1.361 -1.312 0.299  0.5093
H: -1.271 0.187 -2.387  0.4875
H: -0.289 0.354 -0.048  0.1135
H: -2.089 0.993 1.430  0.2273
H: -1.669 2.369 0.377  0.2103
H: -3.146 1.429 0.066  0.2297
C: 1.331 -0.110 0.261  0.2122
C: 1.452 -0.960 -0.938  -0.7241
C: 1.687 1.334 0.210  -0.7097
O: -0.424 -1.466 1.477  -0.5866
O: 0.269 -2.720 1.314  -0.5155
H: 0.573 -2.893 2.215  0.4541
H: 1.449 -0.602 1.211  0.2420
H: 0.934 -1.907 -0.796  0.2868
H: 1.347 1.821 -0.705  0.2386
H: 1.115 -0.452 -1.843  0.2236
H: 2.519 -1.198 -1.067  0.2599
H: 2.785 1.393 0.240  0.2559
H: 1.318 1.877 1.081  0.2442

Calculated values
* orbital gap (spin up / spin down): 6.79 / 6.79 eV
* E: -13596.030 eV
* energy relative to the best compared isomer or geometry (same formula, charge and spin): 157.3 kcal per mole
* HOMO energy (spin up / spin down): -8.0 / -8.0 eV